Formula: C5H6O2
Source: the OMol25 dataset
Level of theory: wB97M-V/def2-TZVPD

As for the charge: 0. The LUMO energy is 0.8 eV. The structure (SMILES) is O=C1CC2(CO2)C1. The HOMO-LUMO gap is 10.576 eV. Its multiplicity is 1. The HOMO energy is -9.797 eV.

Each line ends with the natural charge from an NBO analysis.
Atoms and positions in Å:
O 0.41644 0.99376 2.61902  -0.499
C 0.31509 0.57410 1.50576  0.620
C 0.51354 -0.80642 0.86716  -0.554
C -0.05943 -0.20865 -0.41318  0.176
C -0.96821 -0.82700 -1.37666  -0.239
O 0.58024 -0.28153 -1.64951  -0.511
C -0.11607 1.20494 0.17580  -0.545
H -0.04220 -1.63248 1.32097  0.246
H 1.56494 -1.08587 0.76454  0.251
H -0.10122 -1.41310 -1.93713  0.364
H -1.70203 -0.11424 -1.80149  0.193
H 0.66278 1.85206 -0.25097  0.256
H -1.06387 1.74444 0.17569  0.240